8
Properties=species:S:1:pos:R:3 method="wB97M-V/def2-TZVPD" e_tot_ha=-796.89928 e_above_lowest_kcal_mol=60.68 gap_ev=8.51
C -0.825 -0.275 2.076
C 0.737 1.902 3.178
N -0.425 -0.434 0.938
N -0.025 -0.151 -0.166
O 0.285 1.719 4.219
O 1.358 1.990 2.196
Cl -1.816 -1.018 3.254
H 1.020 0.029 -0.171


17
Properties=species:S:1:pos:R:3 method="wB97M-V/def2-TZVPD" e_tot_ha=-495.55847 smiles="O=CO.O.O.O.O" e_above_lowest_kcal_mol=10.87 gap_ev=11.76
O -0.410 -0.402 -1.939
C -1.501 -0.045 -2.300
O -2.490 0.372 -1.523
H -1.826 0.013 -3.348
H -2.370 0.171 -0.602
H 0.854 -0.478 2.527
H 1.096 0.572 1.506
O 0.362 0.080 1.904
H 3.452 0.590 1.137
H 4.329 0.051 2.229
O 3.433 0.273 2.058
H 1.102 -0.326 -0.783
H 2.462 -0.226 -1.401
O 1.972 -0.023 -0.585
H -1.476 -0.162 1.201
H -2.729 -0.185 2.167
O -2.425 -0.317 1.267


11
Properties=species:S:1:pos:R:3 method="wB97M-V/def2-TZVPD" e_tot_ha=-859.57814 e_above_lowest_kcal_mol=78.64 gap_ev="8.11 / 8.11"
C -1.039 1.088 1.732
C -2.123 0.226 1.407
C -0.341 0.172 -0.527
N 0.062 1.198 1.111
Si 1.207 -0.461 -1.233
S -1.800 -0.422 -0.127
H -1.079 1.679 2.583
H -3.047 -0.134 1.870
H 1.126 -1.991 -1.393
H 2.202 0.348 -0.311
H 1.101 0.047 -2.534


39
Properties=species:S:1:pos:R:3 method="wB97M-V/def2-TZVPD" e_tot_ha=-1099.70596 smiles=CC(C)C[C@H](N)C1(c2ccc(Cl)cc2)CCC1 e_above_lowest_kcal_mol=1.19 gap_ev=9.71
C 3.056 2.481 1.228
H 3.492 2.115 0.301
H 3.297 3.537 1.323
H 3.515 1.950 2.060
C 1.542 2.274 1.236
C 0.950 2.883 2.506
H -0.117 2.686 2.575
H 1.431 2.455 3.383
H 1.107 3.960 2.524
C 1.197 0.775 1.120
H 2.093 0.236 0.822
H 0.886 0.405 2.095
C 0.085 0.486 0.104
N -1.157 1.065 0.596
H -1.914 0.884 -0.055
H -1.061 2.070 0.682
H 0.397 0.921 -0.868
C -0.162 -1.024 -0.151
C -1.174 -1.139 -1.260
C -0.759 -1.024 -2.584
C -1.664 -1.098 -3.627
C -3.007 -1.284 -3.347
C -3.447 -1.390 -2.038
C -2.529 -1.315 -1.005
H -2.878 -1.387 0.014
H -4.496 -1.527 -1.830
Cl -4.148 -1.380 -4.646
H -1.331 -1.012 -4.650
H 0.287 -0.875 -2.803
C -0.445 -1.838 1.130
H -1.229 -2.578 0.990
H -0.667 -1.246 2.013
C 0.957 -2.456 1.039
H 0.996 -3.541 1.102
H 1.660 -2.038 1.756
C 1.111 -1.873 -0.372
H 2.031 -1.333 -0.584
H 0.963 -2.624 -1.147
H 1.131 2.803 0.368


49
Properties=species:S:1:pos:R:3 method="wB97M-V/def2-TZVPD" e_tot_ha=-1147.04519 smiles=N#CC[C@@H](C#N)CCC(F)(F)F.CCOCC.CCOCC gap_ev=9.24
N 1.751 -0.532 -0.642
C 0.738 0.232 -0.995
C -0.505 0.908 -1.886
C -0.430 2.541 -1.536
C -0.147 2.655 0.109
N 0.095 2.554 1.400
C 0.922 3.094 -2.288
C 0.659 4.273 -3.400
C 2.141 4.841 -3.927
F 3.287 4.138 -3.301
F 2.255 4.576 -5.410
F 2.258 6.280 -3.582
H -0.301 0.841 -3.049
H -1.555 0.447 -1.605
H -1.418 3.112 -1.818
H 1.666 3.431 -1.450
H 1.432 2.189 -2.876
H 0.131 3.872 -4.393
H 0.084 5.210 -2.989
C 2.182 -1.686 2.843
C 3.463 -1.520 3.644
O 4.041 -2.757 4.050
C 4.423 -3.654 3.008
C 5.461 -3.074 2.062
H 1.443 -2.256 3.414
H 1.757 -0.708 2.598
H 2.354 -2.220 1.905
H 3.233 -0.967 4.560
H 4.196 -0.920 3.096
H 3.538 -3.997 2.464
H 4.848 -4.536 3.497
H 5.084 -2.196 1.531
H 5.750 -3.819 1.313
H 6.355 -2.765 2.614
C -6.218 -0.206 -0.550
C -5.161 -1.103 -1.174
O -3.840 -0.819 -0.723
C -3.601 -0.959 0.677
C -3.855 -2.364 1.195
H -5.993 0.847 -0.744
H -7.205 -0.436 -0.964
H -6.273 -0.334 0.535
H -5.163 -0.944 -2.257
H -5.397 -2.160 -1.016
H -4.183 -0.220 1.234
H -2.547 -0.710 0.839
H -4.900 -2.661 1.074
H -3.611 -2.426 2.261
H -3.242 -3.091 0.652


15
Properties=species:S:1:pos:R:3 method="wB97M-V/def2-TZVPD" e_tot_ha=-250.44003 e_above_lowest_kcal_mol=142.39 gap_ev=7.99
C -0.605 0.967 0.611
C -2.036 -0.455 -0.341
C -0.766 -0.456 0.205
N 0.713 -0.692 -0.809
C 1.878 -0.651 0.107
C 1.395 0.468 -0.685
H -1.132 1.694 0.000
H -0.760 1.144 1.675
H -2.770 -1.241 -0.155
H -2.304 0.310 -1.072
H -0.561 -1.226 0.949
H 1.711 -0.632 1.197
H 2.728 -1.238 -0.229
H 1.757 1.110 -1.480
H 0.648 1.214 0.146


13
Properties=species:S:1:pos:R:3 method="wB97M-V/def2-TZVPD" e_tot_ha=-286.44706 e_above_lowest_kcal_mol=115.83 gap_ev=9.16
O 1.739 -1.872 0.188
C 1.621 -0.829 -0.419
N 1.467 0.390 0.194
C -0.543 1.176 -0.051
C -1.366 0.287 0.836
C -1.344 0.043 -0.638
H 1.572 -0.764 -1.521
H 1.566 0.438 1.200
H 1.412 1.264 -0.303
H -0.907 -0.487 1.451
H -2.173 0.829 1.323
H -2.125 0.426 -1.289
H -0.918 -0.902 -0.971


117
Properties=species:S:1:pos:R:3 method="wB97M-V/def2-TZVPD" total_charge=+2 e_tot_ha=-4032.84684 e_above_lowest_kcal_mol=58.81 gap_ev="6.29 / 5.01" spin_multiplicity=5
Rh 0.274 0.161 -0.373
N -0.716 -2.418 3.903
C 0.624 -2.248 3.641
N 0.870 -2.172 2.392
C -0.412 -2.297 1.738
N -1.433 -2.467 2.792
C -0.039 -3.330 -0.689
C 0.212 -4.504 -1.402
N 0.373 -4.533 -2.714
C 0.255 -3.376 -3.352
C 0.067 -2.189 -2.662
N -0.048 -2.155 -1.334
H -1.168 -2.504 4.800
H 1.350 -2.193 4.439
H 0.285 -5.451 -0.877
H 0.331 -3.383 -4.432
H 0.015 -1.247 -3.187
C 5.446 4.304 2.339
C 4.906 4.132 0.911
C 5.664 5.063 -0.049
C 5.102 2.687 0.466
C 6.364 2.120 0.331
C 6.538 0.799 -0.061
C 5.440 -0.006 -0.311
C 4.159 0.524 -0.182
P 2.692 -0.536 -0.439
C 3.201 -1.925 0.607
C 3.723 -1.616 1.863
C 4.137 -2.624 2.714
C 4.047 -3.953 2.318
C 3.540 -4.267 1.067
C 3.119 -3.255 0.214
C 2.947 -1.008 -2.181
C 2.349 -0.161 -3.113
C 2.546 -0.336 -4.472
C 3.351 -1.377 -4.918
C 3.959 -2.219 -3.998
C 3.770 -2.034 -2.635
C 4.029 1.851 0.185
O 2.738 2.256 0.257
C 2.462 3.558 0.525
C 1.123 3.857 0.379
C 0.685 5.146 0.655
C 1.610 6.095 1.062
C 2.956 5.768 1.159
C 3.425 4.487 0.877
P -0.029 2.641 -0.316
C -0.170 3.357 -1.980
C -1.179 4.188 -2.462
C -1.032 4.808 -3.692
C 0.114 4.614 -4.451
C 1.136 3.814 -3.965
C 0.998 3.203 -2.728
C -1.388 2.728 0.878
C -2.594 3.411 0.737
C -3.488 3.456 1.797
C -3.189 2.826 2.994
C -1.984 2.155 3.143
C -1.083 2.113 2.094
H 6.510 4.070 2.378
H 4.924 3.649 3.038
H 5.319 5.333 2.675
H 6.732 4.848 -0.031
H 5.535 6.105 0.243
H 5.306 4.947 -1.072
H 7.239 2.723 0.537
H 7.535 0.394 -0.158
H 5.582 -1.042 -0.588
H 3.817 -0.585 2.180
H 4.548 -2.374 3.683
H 4.394 -4.739 2.975
H 3.495 -5.299 0.743
H 2.733 -3.515 -0.758
H 1.700 0.643 -2.772
H 2.075 0.335 -5.179
H 3.513 -1.525 -5.977
H 4.596 -3.024 -4.340
H 4.285 -2.689 -1.946
H -0.359 5.413 0.553
H 1.283 7.100 1.288
H 3.660 6.536 1.454
H -2.087 4.345 -1.908
H -1.822 5.448 -4.059
H 0.216 5.103 -5.411
H 2.049 3.686 -4.531
H 1.837 2.649 -2.317
H -2.867 3.873 -0.194
H -4.428 3.978 1.677
H -3.894 2.863 3.814
H -1.741 1.670 4.079
H -0.133 1.605 2.234
N -3.726 -3.498 -5.583
C -3.592 -2.550 -4.622
C -4.413 -2.567 -3.480
C -4.268 -1.613 -2.499
C -3.296 -0.624 -2.634
C -2.484 -0.581 -3.766
C -2.622 -1.537 -4.746
S -3.115 0.603 -1.426
O -4.242 0.665 -0.561
O -2.593 1.778 -2.056
N -1.780 0.081 -0.488
C -1.853 -0.996 0.316
N -0.697 -1.087 0.992
C -0.495 -3.507 0.761
C -1.920 -3.954 0.636
C -2.985 -3.080 0.408
N -2.949 -1.786 0.245
H -4.514 -4.120 -5.567
H -3.266 -3.385 -6.468
H -5.180 -3.325 -3.387
H -4.914 -1.607 -1.631
H -1.770 0.226 -3.888
H -2.009 -1.493 -5.638
H 0.089 -4.328 1.185
H -2.146 -5.008 0.730
H -3.972 -3.527 0.331


163
Properties=species:S:1:pos:R:3 method="wB97M-V/def2-TZVPD" total_charge=+1 e_tot_ha=-4369.70792 gap_ev=8.51
C 2.900 2.102 4.784
C 3.218 3.581 4.891
C 3.122 4.300 3.568
C 1.796 4.113 2.842
C 0.651 4.258 3.717
N 0.555 5.077 4.738
C -0.679 4.966 5.285
F -1.014 5.669 6.299
C -1.349 4.079 4.594
C -2.767 3.709 4.850
F -3.392 3.480 3.717
F -2.896 2.659 5.629
F -3.370 4.718 5.442
N -0.497 3.624 3.612
C -0.814 2.646 2.590
C -1.434 1.363 3.091
F -2.620 1.140 2.470
H 1.832 1.938 4.807
H 3.251 1.754 3.829
H 3.376 1.546 5.560
H 4.243 3.652 5.198
H 2.658 4.052 5.681
H 3.879 3.874 2.935
H 3.380 5.342 3.670
H 1.713 4.888 2.097
H 1.791 3.192 2.300
H 1.272 5.711 5.054
H -1.499 3.045 1.870
H 0.054 2.375 2.038
H -1.553 1.366 4.162
H -0.810 0.524 2.861
O 0.180 2.760 -0.227
C 0.820 3.499 -0.926
O 2.137 3.702 -0.744
C 2.613 4.709 -1.675
C 1.599 4.704 -2.813
C 0.313 4.335 -2.079
H 2.653 5.667 -1.153
H 3.616 4.443 -1.996
H 1.543 5.643 -3.355
H 1.846 3.923 -3.530
H -0.204 5.209 -1.679
H -0.365 3.756 -2.697
O -2.520 -0.066 -3.571
C -2.665 -0.444 -2.445
O -3.885 -0.761 -1.945
C -3.771 -1.092 -0.546
C -2.320 -1.505 -0.352
C -1.601 -0.634 -1.380
H -4.030 -0.209 0.042
H -4.468 -1.894 -0.310
H -1.962 -1.367 0.666
H -2.198 -2.558 -0.610
H -1.329 0.342 -0.975
H -0.728 -1.120 -1.792
O 0.856 -1.931 -0.116
C 1.662 -2.386 -0.882
O 1.779 -3.712 -1.126
C 2.913 -3.969 -1.994
C 3.151 -2.651 -2.723
C 2.711 -1.626 -1.674
H 3.758 -4.265 -1.373
H 2.676 -4.786 -2.666
H 4.177 -2.529 -3.061
H 2.501 -2.587 -3.597
H 3.525 -1.357 -0.999
H 2.282 -0.728 -2.111
O -1.561 -1.760 3.547
C -2.634 -2.223 3.808
O -2.805 -3.227 4.686
C -4.184 -3.657 4.691
C -4.972 -2.466 4.155
C -3.964 -1.833 3.193
H -4.271 -4.537 4.052
H -4.464 -3.931 5.704
H -5.918 -2.744 3.697
H -5.186 -1.772 4.968
H -4.023 -2.266 2.193
H -4.064 -0.754 3.138
O 4.002 7.234 4.045
C 5.174 7.139 4.291
O 5.675 6.120 5.010
C 7.090 6.319 5.243
C 7.541 7.265 4.137
C 6.279 8.103 3.909
H 7.214 6.749 6.238
H 7.591 5.356 5.212
H 8.420 7.845 4.402
H 7.772 6.698 3.235
H 6.230 8.965 4.575
H 6.166 8.426 2.879
O 2.623 -7.839 -2.784
C 3.643 -7.947 -2.166
O 4.182 -6.947 -1.418
C 5.468 -7.366 -0.906
C 5.437 -8.888 -0.922
C 4.543 -9.167 -2.127
H 6.245 -6.956 -1.554
H 5.594 -6.961 0.094
H 6.425 -9.336 -0.986
H 4.958 -9.258 -0.017
H 5.111 -9.205 -3.057
H 3.953 -10.071 -2.016
O -5.410 -5.362 -6.049
C -5.133 -4.238 -5.760
O -5.907 -3.492 -4.923
C -5.379 -2.157 -4.815
C -3.916 -2.280 -5.217
C -3.952 -3.410 -6.232
H -5.938 -1.505 -5.490
H -5.512 -1.803 -3.796
H -3.498 -1.353 -5.599
H -3.317 -2.587 -4.357
H -4.150 -3.069 -7.249
H -3.025 -3.966 -6.174
O -1.200 -12.398 -3.214
C -0.660 -11.505 -3.793
O 0.634 -11.168 -3.567
C 0.986 -9.988 -4.319
C -0.020 -9.938 -5.468
C -1.260 -10.567 -4.829
H 0.918 -9.132 -3.658
H 2.013 -10.080 -4.662
H -0.177 -8.938 -5.858
H 0.325 -10.566 -6.290
H -1.875 -9.829 -4.314
H -1.868 -11.120 -5.537
O -0.031 4.549 -5.503
C -0.725 3.624 -5.820
O -0.311 2.673 -6.676
C -1.382 1.747 -6.958
C -2.338 1.873 -5.778
C -2.157 3.344 -5.391
H -1.843 2.037 -7.904
H -0.966 0.749 -7.062
H -3.360 1.597 -6.024
H -2.007 1.232 -4.961
H -2.820 4.004 -5.952
H -2.280 3.516 -4.326
O -1.482 -4.777 -5.168
C -1.722 -4.826 -3.996
O -2.962 -5.075 -3.528
C -2.988 -4.954 -2.092
C -1.542 -5.151 -1.649
C -0.775 -4.580 -2.840
H -3.369 -3.961 -1.840
H -3.666 -5.702 -1.689
H -1.313 -4.674 -0.699
H -1.324 -6.214 -1.550
H -0.620 -3.503 -2.745
H 0.172 -5.078 -3.009
O 0.121 11.622 6.709
C -0.737 10.845 6.436
O -0.568 9.874 5.494
C -1.792 9.153 5.298
C -2.597 9.365 6.576
C -2.147 10.766 6.998
H -2.296 9.558 4.418
H -1.558 8.106 5.117
H -3.670 9.263 6.429
H -2.292 8.640 7.332
H -2.748 11.549 6.535
H -2.135 10.897 8.075


67
Properties=species:S:1:pos:R:3 method="wB97M-V/def2-TZVPD" total_charge=-1 e_tot_ha=-5395.95793 e_above_lowest_kcal_mol=0.00 gap_ev=5.79
C 1.931 -1.044 -6.566
N 1.008 -0.326 -5.712
C -0.044 0.395 -6.397
C 1.016 -0.404 -4.351
C -0.011 0.233 -3.608
C -0.107 0.057 -2.242
C 0.885 -0.619 -1.513
C 0.824 -0.738 -0.049
C 0.060 -1.662 0.584
S 0.288 -2.151 2.281
C 1.274 -0.843 2.985
C 2.664 -0.972 3.089
C 3.420 0.119 3.517
C 2.794 1.324 3.854
C 1.401 1.424 3.799
C 0.647 0.330 3.396
O -1.019 -2.050 2.898
O 1.044 -3.380 2.328
S -1.453 -2.220 -0.265
C -2.345 -3.417 0.725
C -3.459 -3.002 1.453
C -4.236 -3.950 2.118
C -3.903 -5.306 2.041
C -2.787 -5.713 1.302
C -2.011 -4.769 0.628
O -2.325 -1.051 -0.285
O -1.084 -2.877 -1.496
C 1.958 -1.180 -2.244
C 2.012 -1.120 -3.628
H 2.911 -1.158 -6.095
H 1.549 -2.043 -6.835
H 2.038 -0.469 -7.493
H -1.037 0.078 -6.050
H 0.042 1.479 -6.233
H 0.047 0.189 -7.466
H -0.775 0.831 -4.107
H -0.975 0.481 -1.750
H 1.629 -0.293 0.532
H 3.132 -1.916 2.820
H 4.505 0.027 3.579
H 3.388 2.189 4.158
H 0.890 2.349 4.066
H -0.433 0.415 3.327
H -3.711 -1.944 1.492
H -5.101 -3.612 2.692
H -4.518 -6.048 2.556
H -2.516 -6.768 1.235
H -1.146 -5.060 0.036
H 2.729 -1.701 -1.677
H 2.811 -1.634 -4.160
Br -2.333 1.814 2.035
C -0.868 1.274 0.983
S -0.048 2.558 0.177
C -0.025 4.016 1.223
C -1.134 4.864 1.281
C -1.130 5.950 2.153
C -0.012 6.201 2.956
C 1.123 5.396 2.840
C 1.126 4.315 1.957
O 1.342 2.159 0.036
O -0.800 2.922 -1.007
H -1.150 0.445 0.335
H -1.994 4.673 0.640
H -2.003 6.605 2.199
H -0.022 7.033 3.660
H 2.018 5.602 3.430
H 2.013 3.695 1.834